A single C3H6N2S3 molecule at a distorted geometry. Source: the OMol25 dataset; level of theory: ωB97M-V/def2-TZVPD.

The value obtained for the largest force on an atom is 4.5 eV/Å. For the electronic energy, the calculation gives -38688.871 eV. As for the energy relative to the best compared isomer or geometry (same formula, charge and spin): 548.0 kJ/mol. The LUMO energy (alpha / beta) comes out at -0.6 / -0.6 eV.

Structure (XYZ):
```
14
Properties=species:S:1:pos:R:3:lowdin_charge:R:1
C -1.10 -0.66 -0.43 -0.145
C -1.02 0.83 -0.28 -0.301
C 1.15 -0.75 0.23 -0.724
N 0.21 1.58 -0.50 -0.568
N -0.03 -1.37 0.09 -0.513
S -0.29 -3.00 0.71 0.814
S 2.59 -1.49 0.72 0.547
S 0.37 2.98 -1.26 0.781
H -2.14 -1.09 -0.29 0.113
H -1.79 1.32 -0.88 0.100
H -1.13 0.93 0.84 0.146
H 1.34 0.28 0.03 -0.002
H 0.14 -2.68 1.87 -0.171
H 1.71 3.11 -0.87 -0.078
```